Molecular formula: C41H62AlCl60NO2S2
Method: DFT, ωB97M-V/def2-TZVPD

Structure (XYZ):
```
169
Properties=species:S:1:pos:R:3:forces:R:3
C 9.3045 -1.1769 0.9011 -1.0 0.6 -0.2
C 7.7181 -1.1084 1.1791 0.8 -0.6 -0.7
C 6.9866 -0.6288 -0.1745 0.6 -0.1 0.6
C 5.8482 0.4723 0.0628 -0.4 -1.3 0.1
C 4.4838 -0.0271 -0.6226 -0.4 1.3 0.0
C 3.7909 1.1139 -1.5472 -0.6 -1.3 0.6
C 2.2324 0.6947 -1.7015 1.0 0.4 -0.4
C 1.3525 1.8449 -2.3721 0.7 0.5 -0.1
N -0.1181 1.6106 -2.3956 -0.1 -0.5 1.4
C -0.5039 0.3605 -3.0937 -0.4 -0.4 -1.5
C -2.1039 0.2219 -3.3140 0.1 -0.3 0.0
C -2.7057 -1.1604 -2.8046 -0.7 -0.3 -0.6
C -1.8944 -2.4487 -3.3028 0.1 -0.3 0.5
C -1.0618 -3.1532 -2.1179 0.2 -0.1 -0.2
C -1.8210 -4.3996 -1.4727 0.4 0.2 0.3
C -1.3603 -4.7532 0.0222 -0.5 -0.2 0.2
C -2.4211 -4.2146 1.1141 0.9 -0.2 -0.8
C -0.6503 1.6919 -1.0288 -0.5 -1.2 0.4
S -0.9192 0.3006 -0.1110 0.2 2.2 -1.1
S -0.9517 3.4101 -0.3925 0.4 -0.5 -0.8
C -2.7282 3.6045 0.1128 -1.4 -0.1 1.1
C -3.2038 2.5017 1.1637 -0.7 -0.6 -1.2
C -4.5703 2.8389 1.9123 1.2 0.2 0.5
Al -5.3246 1.0093 2.5614 0.0 0.0 -1.1
C -6.4629 0.1417 1.0992 -1.8 0.1 -3.6
O -6.9014 -1.0583 1.2925 0.7 1.7 0.1
O -6.7374 0.8020 -0.0869 1.0 -1.8 3.7
H 9.6413 -0.1204 0.6054 -0.2 -1.5 0.7
H 9.8463 -1.5695 1.8186 -0.4 0.5 -1.3
H 9.5081 -1.8231 -0.0218 -0.3 0.7 1.5
H 7.4049 -2.1712 1.4442 0.1 1.4 -0.3
H 7.4634 -0.4493 2.0680 0.4 -0.7 -1.1
H 7.8199 -0.2404 -0.8601 -1.3 -0.4 0.8
H 6.5602 -1.5784 -0.6548 0.5 1.5 0.5
H 5.6470 0.5159 1.1906 0.3 0.1 -1.6
H 6.1353 1.5194 -0.2751 -0.2 -1.4 0.3
H 3.7795 -0.3424 0.2215 0.8 0.5 -1.3
H 4.5997 -0.9368 -1.2887 0.2 1.1 0.9
H 4.3395 1.0786 -2.5402 -0.7 0.3 1.0
H 3.8938 2.1444 -1.0760 -0.2 -1.3 -0.6
H 1.8984 0.3768 -0.6669 0.0 0.6 -1.3
H 2.1860 -0.2196 -2.3791 0.0 1.0 0.9
H 1.7224 1.9500 -3.4484 -0.6 -0.1 1.3
H 1.5114 2.8683 -1.8755 -0.1 -1.5 -0.5
H -0.0395 -0.5849 -2.6553 -0.8 1.2 -0.3
H -0.0714 0.4430 -4.1568 -0.3 0.1 1.5
H -2.6681 1.1145 -2.8666 0.9 -1.3 -0.4
H -2.3166 0.2656 -4.4420 0.4 0.0 1.5
H -3.7519 -1.2502 -3.2678 1.3 0.3 0.9
H -2.8385 -1.2017 -1.6771 0.2 0.2 -1.4
H -2.6196 -3.2392 -3.6971 0.8 1.1 0.4
H -1.2106 -2.1790 -4.1739 -0.8 -0.3 1.1
H -0.8288 -2.3875 -1.3133 -0.3 -0.8 -0.9
H -0.0516 -3.5244 -2.5095 -1.3 0.5 0.5
H -1.5952 -5.3137 -2.1234 -0.7 1.2 0.7
H -2.9425 -4.1805 -1.4329 1.4 -0.4 -0.3
H -0.3065 -4.3862 0.2565 -1.3 -0.3 -0.4
H -1.3373 -5.8973 0.1070 0.1 1.5 0.0
H -3.3852 -4.7889 0.9191 1.1 1.1 0.4
H -2.5820 -3.0861 1.0080 0.1 -1.6 0.2
H -2.0319 -4.4625 2.1592 -0.6 0.5 -1.4
H -3.4372 3.7200 -0.7814 1.2 -0.5 1.2
H -2.7879 4.6148 0.6599 0.6 -1.3 -0.8
H -3.3919 1.5423 0.5589 0.4 1.3 0.8
H -2.3329 2.2524 1.8533 -1.2 0.4 -0.7
H -5.3096 3.4036 1.2610 0.9 -0.6 0.7
H -4.2957 3.3996 2.8743 -0.5 -0.1 -1.3
H -4.0149 0.0699 2.7400 0.4 -0.1 0.2
H -6.0163 1.0991 3.9897 -0.3 0.2 0.3
C -3.1180 -5.5359 4.7910 -0.3 0.0 -0.1
Cl -4.0694 -6.0391 6.1954 0.0 -0.2 -0.2
Cl -1.4977 -6.2483 4.8490 0.0 0.1 0.0
Cl -3.9419 -5.9831 3.2934 -0.1 -0.2 0.4
H -3.0170 -4.4526 4.8151 0.0 -0.2 0.0
C -4.6451 -3.1584 9.3496 -0.1 0.0 -0.2
Cl -4.5807 -1.4611 9.8486 0.0 -0.1 0.1
Cl -6.2405 -3.5623 8.7055 0.2 0.0 0.1
Cl -3.3977 -3.5002 8.1454 0.0 0.2 0.3
H -4.4613 -3.7781 10.2235 0.0 0.1 -0.1
C -4.5743 6.8295 -1.5943 -0.2 -0.2 0.0
Cl -5.9544 6.5252 -0.5330 0.2 0.1 -0.1
Cl -3.1326 7.2189 -0.6431 -0.1 0.1 -0.2
Cl -4.2704 5.4337 -2.6346 -0.1 0.3 -0.1
H -4.8090 7.6828 -2.2254 0.1 -0.1 0.1
C -1.8044 -5.9077 -6.0956 -0.1 0.2 -0.1
Cl -1.5726 -6.8966 -4.6456 0.0 0.0 -0.1
Cl -3.4317 -5.2189 -6.1236 0.2 0.0 0.1
Cl -0.5886 -4.6279 -6.1727 0.0 -0.1 0.0
H -1.6870 -6.5469 -6.9678 0.0 0.1 0.2
C -5.0393 -7.1866 -3.0279 0.0 0.3 0.1
Cl -5.4552 -5.4894 -3.2836 0.0 -0.2 0.1
Cl -4.8443 -7.5271 -1.3035 0.0 0.0 -0.2
Cl -6.2717 -8.2445 -3.7353 0.0 0.0 0.0
H -4.0923 -7.3849 -3.5247 -0.2 0.0 0.1
C -6.2613 1.0226 7.4479 0.1 -0.1 -0.4
Cl -5.1889 2.1284 6.5834 0.1 0.0 0.3
Cl -7.7385 1.8541 7.9657 0.0 -0.1 0.3
Cl -6.6508 -0.3633 6.4261 0.0 0.0 0.3
H -5.7436 0.6656 8.3340 -0.1 0.1 -0.2
C -8.4890 -3.6087 4.4754 0.4 0.0 -0.1
Cl -9.9570 -4.1608 3.6539 0.0 0.1 0.0
Cl -8.7144 -3.6403 6.2342 -0.1 0.0 -0.1
Cl -7.1046 -4.6030 4.0101 -0.2 0.2 0.1
H -8.2912 -2.5817 4.1708 0.0 -0.1 -0.1
C -9.4912 2.9416 4.4819 0.5 -0.3 -0.1
Cl -7.9045 3.4437 5.0729 -0.3 0.1 -0.3
Cl -9.6223 1.1797 4.4719 0.0 0.2 0.0
Cl -10.7804 3.6564 5.4695 -0.1 0.1 0.0
H -9.6048 3.2985 3.4612 0.0 -0.1 0.2
C -4.9488 -8.1965 -8.2268 0.1 0.1 0.2
Cl -3.9534 -7.0086 -9.0789 -0.1 -0.1 -0.1
Cl -5.2786 -9.5912 -9.2666 0.0 0.0 0.0
Cl -4.1588 -8.7118 -6.7320 -0.1 0.0 -0.2
H -5.8965 -7.7289 -7.9706 0.2 -0.1 0.0
C -1.5726 9.0314 2.3196 0.0 -0.4 -0.1
Cl 0.0227 9.5534 2.8849 -0.1 0.1 -0.1
Cl -1.6833 7.2698 2.3120 0.1 0.3 0.1
Cl -2.8505 9.7299 3.3267 0.0 0.0 -0.1
H -1.7073 9.3871 1.3007 0.0 0.0 0.2
C 3.7522 9.8938 4.3847 0.0 0.0 -0.1
Cl 5.4159 9.4248 4.0089 -0.1 0.0 0.0
Cl 3.6683 10.6694 5.9723 0.0 -0.1 0.0
Cl 3.1098 10.9682 3.1354 0.1 -0.1 0.1
H 3.1404 8.9950 4.4099 0.1 0.2 0.0
C -12.5509 -5.8589 5.6442 0.0 0.1 0.1
Cl -13.4038 -4.3932 6.1453 0.1 -0.1 -0.1
Cl -11.9870 -6.7644 7.0560 0.0 0.0 -0.1
Cl -13.5928 -6.8704 4.6319 0.1 0.0 0.0
H -11.6838 -5.5659 5.0572 -0.1 0.0 0.1
C 13.0620 -1.9612 0.0758 -0.1 0.1 0.0
Cl 12.5283 -0.2969 -0.2002 0.2 -0.2 0.0
Cl 13.2853 -2.2637 1.8049 0.0 0.0 -0.1
Cl 11.9042 -3.1089 -0.6114 0.3 0.0 0.0
H 14.0184 -2.1014 -0.4222 -0.2 0.0 0.1
C 10.6563 2.1823 -2.9503 -0.1 -0.1 0.0
Cl 10.8632 2.3510 -1.2014 -0.1 0.1 -0.1
Cl 11.9926 1.2547 -3.6459 -0.1 0.1 0.0
Cl 9.1071 1.4155 -3.3212 0.1 0.1 0.0
H 10.6615 3.1752 -3.3929 0.0 -0.2 0.1
C -3.0292 12.8085 5.3403 0.0 0.0 0.0
Cl -2.8237 11.8359 6.8030 0.0 0.0 -0.2
Cl -4.6657 13.4771 5.2637 0.1 -0.1 0.0
Cl -1.8241 14.1023 5.2769 -0.4 0.1 -0.2
H -2.8828 12.1631 4.4777 0.0 0.1 0.2
C 1.8397 13.6373 7.2315 -0.1 -0.2 -0.1
Cl 1.4149 15.3318 6.9453 0.1 0.0 0.0
Cl 1.9946 13.3202 8.9655 0.1 0.0 -0.1
Cl 0.6376 12.5645 6.5078 0.5 0.0 0.3
H 2.8004 13.4415 6.7610 -0.2 0.1 0.1
C 15.8360 0.2482 -4.2859 0.1 -0.1 0.0
Cl 14.9533 -0.2735 -2.8453 0.1 0.1 -0.1
Cl 17.4982 -0.3565 -4.2503 -0.1 0.1 0.0
Cl 15.0069 -0.2943 -5.7519 0.0 0.0 0.1
H 15.8673 1.3352 -4.2929 0.0 -0.2 0.0
C -5.7750 -9.6746 -13.0927 0.0 0.0 0.0
Cl -4.2968 -10.6143 -13.3453 -0.1 0.1 0.1
Cl -5.7278 -8.1772 -14.0329 0.0 -0.1 0.1
Cl -7.2007 -10.6318 -13.5187 0.1 0.1 0.1
H -5.8406 -9.4142 -12.0382 0.0 0.0 -0.2
C 3.2912 -4.1382 -1.0854 -0.2 0.1 0.1
Cl 4.3666 -3.8486 -2.4627 0.0 0.0 0.0
Cl 2.4581 -2.6472 -0.6250 0.0 -0.5 -0.1
Cl 2.1322 -5.4194 -1.4631 0.1 0.1 0.0
H 3.8964 -4.4647 -0.2433 -0.1 0.0 -0.2
C 19.0451 1.9365 -7.7320 -0.1 0.0 0.1
Cl 20.1760 0.8431 -6.9228 -0.1 0.1 -0.1
Cl 17.3761 1.4209 -7.4564 0.2 0.1 -0.1
Cl 19.2829 3.5992 -7.1766 0.0 -0.1 -0.1
H 19.2417 1.9017 -8.8007 0.0 0.0 0.2
```
Forces are in eV/Å.

- energy relative to the best compared isomer or geometry (same formula, charge and spin) (kJ/mol) = 353.05
- frontier orbital gap (Eh) = 0.06213
- total charge = -2
- highest occupied orbital energy (hartree) = -0.00015
- molecular weight (g mol⁻¹) = 2819.2